90
Properties=species:S:1:pos:R:3:lowdin_charge:R:1 method="wB97M-V/def2-TZVPD" e_lumo_ev="0.010 / -0.520" spin_multiplicity=2 charge=0 largest_force_ev_per_a=0.55 gap_ev="7.1 / 6.5" homo_ev="-7.1 / -7.0" total_energy_ev=-90772.779
N 0.59 1.94 1.43 -0.254
H 0.97 -1.57 3.22 0.078
O 2.91 1.94 2.41 -0.335
C -3.42 2.84 2.20 -0.044
C 1.59 -1.88 0.49 -0.331
C -0.90 -5.21 3.13 -0.039
H -6.48 1.53 -1.14 0.084
H 0.36 -3.31 1.64 0.129
C -0.72 2.34 1.74 -0.259
C -1.14 2.80 2.99 -0.021
C -2.50 -0.25 0.18 -0.137
C -4.41 0.92 -0.91 -0.313
H -2.87 3.35 -3.04 0.110
C -1.45 2.53 -1.77 -0.055
C 3.56 4.19 -2.09 -0.269
H 0.17 -5.37 3.02 0.087
C 3.53 -2.76 1.55 -0.040
C 3.06 -3.33 -0.73 -0.077
C -0.65 -1.74 0.87 -0.336
H 5.42 1.27 -2.22 0.078
H -2.54 -7.07 2.03 0.112
H -6.05 0.08 -2.05 0.091
N -1.70 0.38 -0.82 -0.022
H 4.52 3.51 1.10 0.121
C -2.85 -5.11 -0.71 -0.081
C 1.91 -2.57 -0.68 -0.071
C -2.40 -6.22 1.37 -0.045
C 5.22 0.30 -2.68 -0.084
C 4.38 4.05 -0.97 -0.037
H 4.79 -4.01 0.35 0.101
C -3.58 -0.39 -0.89 -0.102
C -3.98 2.25 -1.54 -0.122
C -1.15 1.64 -0.60 -0.370
C 4.14 4.52 -3.44 -0.044
N -1.94 -1.28 0.90 0.192
H -1.85 -3.23 -0.98 0.109
H -2.80 3.42 4.17 0.104
H 5.43 -0.50 -1.96 0.081
S 1.86 2.80 1.92 0.564
C -2.03 -4.06 -0.31 -0.022
C -1.42 -4.08 0.94 -0.199
H 4.17 3.64 -4.08 0.082
Ru 0.80 0.85 -0.36 0.831
C -3.04 -6.19 0.14 -0.086
H -6.26 -0.01 -0.29 0.090
H -4.20 -1.28 -0.92 0.135
S 3.23 0.50 -0.52 0.778
H 5.45 4.21 -1.07 0.115
C 2.20 4.00 -1.93 -0.036
H 4.16 -2.85 2.43 0.112
O 3.85 0.24 -3.10 -0.187
O 1.47 3.90 2.75 -0.293
C 3.88 -3.42 0.38 -0.083
H -3.32 -5.08 -1.68 0.105
C 2.38 -1.99 1.64 -0.252
H -2.38 0.24 -2.84 0.116
N 0.40 -1.06 0.52 0.051
C -2.71 2.72 -2.17 -0.036
H -5.06 2.57 0.34 0.134
H -3.67 -7.02 -0.16 0.103
H -2.59 -1.89 1.36 0.162
C -2.40 -0.18 -1.85 0.025
S 1.28 0.23 -2.62 0.619
C 3.87 3.68 0.26 -0.076
N -0.57 -3.03 1.37 0.130
H 1.26 -2.47 -1.54 0.095
H -4.47 3.03 2.40 0.106
H 1.54 4.12 -2.78 0.117
H -0.42 2.94 3.78 0.105
C -5.88 0.61 -1.11 -0.034
C 2.93 0.35 -2.16 -1.197
H -0.65 2.98 -2.34 0.084
H 5.16 4.91 -3.35 0.076
H 0.60 3.55 -0.57 0.091
C 2.51 3.44 0.39 -0.323
H 3.31 -3.86 -1.64 0.106
H -1.04 -4.27 3.67 0.082
H -1.29 -6.02 3.74 0.078
H -4.83 2.73 -2.02 0.130
C -2.48 3.06 3.20 -0.068
H 2.67 -1.56 3.71 0.085
H 2.00 -0.22 2.78 0.055
C 1.98 -1.30 2.91 -0.017
C -4.14 2.13 -0.03 -0.095
H 3.53 5.27 -3.95 0.081
C -1.59 -5.17 1.80 -0.214
C -1.66 2.16 0.72 -0.090
C -3.03 2.37 0.95 -0.117
H 5.81 0.17 -3.58 0.094
C 1.67 3.64 -0.70 -0.100

97
Properties=species:S:1:pos:R:3:lowdin_charge:R:1 method="wB97M-V/def2-TZVPD" e_lumo_ev="-6.248 / -7.165" spin_multiplicity=4 charge=+2 largest_force_ev_per_a=1.77 gap_ev="6.1 / 5.3" homo_ev="-12.3 / -12.4" total_energy_ev=-144865.440
H 2.76 -2.06 2.35 0.109
H -4.15 -2.08 -1.51 0.100
H -0.36 6.22 -1.16 0.110
Mn 2.28 -1.47 -0.10 0.914
S 2.76 -6.20 -0.08 1.033
H -2.18 5.76 2.69 0.112
C -5.30 2.91 -0.05 -0.406
H -1.74 -1.58 -1.26 0.056
H 0.78 -3.27 1.98 0.082
B 3.98 2.08 -0.42 -0.909
H -3.35 -6.17 -0.48 0.130
C 0.10 1.37 -4.24 -0.033
H -8.83 3.60 1.39 0.112
C 6.48 -1.19 0.75 -0.025
C -0.73 1.08 -1.60 -0.364
C 4.41 -6.88 0.21 -0.484
H -1.84 0.64 -4.78 0.121
C -3.13 1.11 0.10 -0.460
H 1.25 1.76 -1.08 0.061
C -0.49 1.54 1.40 -0.355
H -1.71 4.33 -2.02 0.100
H -3.66 0.26 -0.32 0.033
I 6.89 -0.75 -3.54 1.006
H -3.40 1.18 1.15 0.063
C -6.09 1.86 0.43 -0.104
C 0.21 -3.20 -0.55 -0.400
C -3.90 -4.16 -0.99 -0.048
H -4.95 -4.39 -1.10 0.117
C 5.39 -6.06 -0.61 -0.475
H 8.08 -0.82 -0.63 0.119
C -1.20 -3.56 -0.71 -0.073
P -1.35 0.80 0.03 1.174
C -1.04 5.69 -0.50 -0.075
C 0.76 2.45 3.71 -0.046
H 4.14 -1.29 -2.24 0.122
C -2.12 -2.57 -1.07 -0.038
C -2.06 5.44 1.66 -0.066
H -5.73 0.84 0.40 0.090
C -3.02 -5.15 -0.65 0.011
H -5.23 5.04 -0.40 0.110
S 5.01 -4.31 -0.29 1.006
N 1.11 -4.11 -0.32 -0.015
H 4.69 -1.57 1.85 0.114
C 5.13 -1.42 0.88 -0.155
H 7.11 -1.17 1.64 0.130
F 2.46 0.30 0.22 -0.342
H 0.67 -2.23 3.26 0.103
C 0.57 1.53 -1.88 -0.079
H -3.52 3.88 1.84 0.115
C -1.17 0.89 -3.97 -0.041
C -2.68 3.96 -0.15 -0.422
F 4.80 1.71 0.55 0.271
H 6.42 -6.23 -0.32 0.094
C 0.43 2.58 1.33 -0.084
H 4.64 -6.84 1.27 0.087
F 3.13 3.07 -0.24 0.271
N 4.31 -1.46 -0.19 -0.086
H 5.27 -6.25 -1.68 0.091
F 4.10 1.53 -1.62 0.248
C -1.17 6.10 0.82 -0.069
C -1.79 4.63 -0.98 -0.111
C 3.29 -4.55 -0.22 -0.844
N 1.97 -1.67 1.85 -0.057
C -5.82 4.21 -0.02 -0.100
C -1.66 -4.88 -0.51 -0.251
O 0.57 -1.94 -0.65 -0.145
N 0.74 -2.29 2.25 0.048
H 4.40 -7.92 -0.12 0.095
C -7.35 2.11 0.95 -0.071
C -1.59 0.74 -2.66 -0.113
P -3.70 2.64 -0.88 1.072
C -7.85 3.41 0.98 -0.066
H 1.76 3.85 2.41 0.122
C 4.83 -1.26 -1.40 -0.227
H 1.97 2.05 -3.41 0.114
C -7.08 4.45 0.49 -0.062
C 6.18 -1.03 -1.61 -0.723
H 0.06 -5.59 -0.15 0.035
H 1.25 2.81 4.60 0.117
C -3.46 -2.85 -1.22 -0.078
C -2.81 4.38 1.18 -0.097
H 0.62 3.08 0.39 0.098
H -7.95 1.29 1.32 0.110
H -0.41 0.98 4.75 0.114
H -1.49 0.13 2.71 0.108
C 0.97 1.68 -3.20 -0.043
C 7.02 -1.00 -0.51 -0.082
N 2.41 -3.59 -0.31 -0.127
H -7.47 5.46 0.51 0.113
C -0.78 0.95 2.65 -0.110
H -2.59 0.37 -2.46 0.090
O -0.86 -5.90 -0.18 0.081
H 1.90 -0.68 2.10 0.112
C 1.05 3.03 2.48 -0.046
H -0.60 6.94 1.19 0.112
C -0.16 1.42 3.79 -0.067
H 0.43 1.49 -5.26 0.119

93
Properties=species:S:1:pos:R:3:lowdin_charge:R:1 method="wB97M-V/def2-TZVPD" e_lumo_ev=-0.446 charge=0 largest_force_ev_per_a=3.64 gap_ev=7.2 homo_ev=-7.7 total_energy_ev=-110239.209
C 0.77 0.25 -2.99 -0.146
H 2.45 -3.55 4.29 0.102
C 2.35 5.14 1.02 -0.115
H -4.18 1.09 0.13 0.088
H -3.55 4.69 0.31 0.026
H 0.26 -0.68 5.63 0.133
H -2.98 -0.90 -2.31 0.004
H 0.46 -5.59 7.45 0.088
H -2.43 1.79 -2.01 0.048
C 0.44 -4.54 -7.14 -0.171
H -1.52 -2.45 5.26 0.117
H 0.86 -5.50 -7.23 0.092
C -2.62 5.07 -0.09 -0.285
C 2.87 5.78 2.21 -0.160
H 2.46 6.70 2.56 0.088
C 3.83 -1.48 0.61 -0.626
S -0.81 -2.37 -7.46 1.069
H -2.93 -2.19 -1.19 -0.020
H 0.08 -6.49 1.50 0.077
H -0.45 -6.28 -0.08 0.077
H 1.64 3.92 -4.17 0.126
H -2.59 -1.95 1.58 0.023
N 2.87 -1.83 0.00 -0.073
H 1.02 -4.31 -5.07 0.114
H -2.00 5.41 0.70 0.000
C 0.92 2.01 -4.72 -0.016
C 1.58 2.49 -2.47 -0.137
H -0.07 -2.90 -3.25 0.061
H -1.97 -0.61 2.34 0.015
P -1.71 3.69 -0.94 0.845
C 2.90 3.90 0.83 -0.434
H -3.86 2.73 -1.52 0.065
C -3.11 -1.12 -1.29 -0.303
S -0.49 -3.50 -0.52 0.401
C -0.29 -3.83 -8.05 -0.449
C 0.44 -4.85 6.70 -0.080
C 1.59 -4.63 5.95 -0.080
C -0.32 1.95 3.51 -0.055
C -0.05 -4.51 0.94 -0.815
C 2.41 2.99 -0.23 -0.200
H 2.34 1.27 1.10 0.096
H -0.68 2.97 3.41 0.104
H 1.62 5.58 0.35 0.111
H -1.02 5.24 -2.50 0.020
P -2.09 -0.21 -0.04 0.773
H -0.09 1.79 1.35 0.087
C 0.21 -1.92 -3.55 -0.078
C 2.13 1.62 0.10 -0.097
H -1.48 -4.22 7.17 0.094
C 0.09 -1.58 -4.97 -0.193
C 0.46 -2.98 4.64 -0.192
C -0.68 -4.02 6.49 -0.076
C 0.03 1.27 2.33 -0.186
C 3.72 4.94 2.91 -0.464
C -2.67 -0.88 1.53 -0.306
C -0.27 1.30 4.73 -0.059
C 0.06 -0.04 4.71 0.006
H 0.76 2.23 -5.76 0.111
C -0.07 -2.64 -5.94 -0.496
C 0.33 -0.29 -5.30 0.009
C 0.48 -3.90 -5.88 -0.105
H 2.39 4.31 -1.86 0.109
C 0.61 0.67 -4.32 -0.136
N 1.50 0.80 -0.72 0.064
C -0.65 -3.06 5.49 -0.044
H -2.60 4.51 -3.11 0.090
H 0.29 -0.06 -6.36 0.112
H -0.56 1.90 5.62 0.120
H -0.59 -4.15 -9.06 0.078
N -0.26 -5.86 0.82 0.060
H -2.98 5.91 -0.72 0.048
C 1.40 2.91 -3.81 -0.040
H -4.25 -1.01 -1.00 0.081
H 3.94 5.14 3.93 0.054
C 0.36 -0.70 3.46 -0.210
O 4.79 -1.17 1.26 -0.010
C -3.08 1.40 0.01 -0.434
N 0.36 -4.09 2.10 0.012
C 1.29 1.17 -2.03 -0.148
Cd 0.74 -1.40 0.11 1.155
C 2.14 3.38 -1.49 0.029
N 0.31 -0.01 2.31 0.030
C -2.91 2.35 -1.23 -0.440
N 0.38 -2.68 2.25 0.002
N 0.44 -1.04 -2.63 0.085
C 1.64 -3.70 4.92 -0.022
C 0.47 -2.15 3.41 -0.238
S 4.07 3.48 2.15 1.042
H 2.52 -5.23 6.04 0.117
H -2.88 1.89 0.97 0.049
H -1.09 3.65 -3.27 -0.020
C -1.55 4.32 -2.63 -0.311
H -3.72 -0.53 1.73 0.062